DFT (wB97M-V/def2-TZVPD) results for a structure of composition C28H27CoF12IN5O2S.

XYZ file:
```
77
Properties=species:S:1:pos:R:3:forces:R:3
C -0.026004 2.901805 2.919246 0.069 0.182 -0.034
C 6.081418 -0.191628 -2.069316 -0.028 0.050 0.010
H -2.182470 -0.227420 6.914936 0.000 -0.025 0.005
H -4.989480 -2.658968 -2.981513 -0.026 0.007 -0.013
F 2.329167 -3.230079 1.494270 -0.165 0.075 -0.021
N -0.938396 3.237446 1.022279 -0.145 0.173 -0.008
O 1.824792 -0.337867 1.240326 -0.263 -0.002 0.046
N 4.822190 1.759067 -1.175230 0.098 0.065 -0.160
H 0.677096 2.513778 3.638102 0.006 -0.084 -0.039
C -3.999387 -1.804291 -0.191266 -0.018 -0.019 -0.016
C -2.062016 -0.101843 -1.305251 0.067 0.077 -0.002
H -3.254860 -0.252432 -3.069389 -0.028 0.008 0.039
C -1.582705 1.581081 -3.183832 -0.093 0.200 -0.058
F 2.729465 -0.002393 3.951349 0.020 -0.169 -0.149
C -4.144303 -1.366471 -1.504083 -0.007 0.014 0.025
H 4.243031 0.627889 -3.710943 -0.115 -0.046 -0.016
C -1.109674 3.763917 3.125498 -0.102 0.029 0.304
C -5.292587 -1.812882 -2.359473 0.067 -0.029 -0.016
C -3.153962 -0.537821 -2.032900 0.042 -0.099 0.072
H 4.054287 2.084176 -5.737568 0.001 0.017 -0.008
O -0.378543 1.684779 -1.191571 0.144 -0.233 0.229
C 0.140339 -0.671073 2.988884 0.068 0.055 -0.212
H -3.118380 0.460041 4.774973 0.002 0.040 -0.011
C 3.522162 1.960671 -1.406355 -0.300 -0.061 0.201
C 5.912073 1.324766 -2.038081 0.017 -0.230 -0.053
F 0.527411 -3.334285 2.697200 0.140 0.069 -0.176
C 3.386037 1.281677 -3.846054 0.220 0.114 -0.283
C -1.127253 -0.294081 5.039063 0.023 -0.034 -0.059
N -0.897911 -0.125671 0.844092 -0.269 0.200 -0.196
H 0.848846 -1.049402 4.975789 -0.021 -0.013 -0.044
H -0.646020 0.635240 6.899377 -0.025 -0.021 0.035
F 3.796368 -1.282538 2.580922 -0.204 -0.023 0.199
S 2.599097 2.580807 -0.095711 0.191 0.181 0.154
I -1.739399 4.523550 4.944552 0.038 -0.070 -0.217
H 2.594455 0.687930 -4.302020 0.451 0.127 0.023
F -1.847172 0.827751 -4.278677 0.065 0.145 0.100
H -2.799253 -1.803048 1.554271 0.029 -0.003 0.017
H -6.139544 -2.133309 -1.754634 -0.009 0.020 0.000
H 6.818424 1.782586 -1.642216 -0.002 0.049 -0.033
F 0.438447 -2.591774 0.663689 0.040 -0.014 0.152
C 1.185375 -2.587629 1.779394 0.010 -0.103 0.027
C 0.023556 -0.704934 4.369944 -0.162 0.095 0.110
N 2.889461 1.725898 -2.551317 0.324 0.049 -0.130
F -0.738161 2.546051 -3.576035 -0.138 -0.212 0.007
C 1.427370 -1.120029 2.273448 0.159 -0.190 -0.062
C -0.973935 -0.253339 2.224194 -0.119 -0.106 0.560
C -2.212156 0.129068 4.282105 0.057 0.046 0.083
C 0.088299 -0.197590 -2.590208 -0.034 -0.218 0.177
H -4.724817 -2.484694 0.238659 0.001 -0.008 -0.025
H -0.651956 -1.122119 6.970473 -0.026 -0.014 -0.007
H -2.967604 0.524475 2.326380 -0.007 -0.003 -0.002
F 0.927805 -0.623881 -1.625319 -0.167 0.063 -0.102
C 2.646060 -1.155820 3.250408 0.170 0.137 0.021
C -2.135588 0.147303 2.907201 0.048 0.039 -0.262
C -1.679539 3.949541 1.883624 0.075 0.013 0.116
C -1.941373 -0.505166 0.061487 -0.077 -0.208 0.076
H 6.351064 -0.573199 -1.084796 -0.003 0.011 0.007
C -1.160567 -0.259722 6.539449 0.050 0.057 0.013
F -0.425419 -1.286812 -3.173089 0.044 0.110 -0.027
H -5.613953 -1.013360 -3.026489 -0.036 -0.015 -0.002
F 0.864959 0.419079 -3.513163 -0.903 -0.350 0.104
H -1.055497 3.060476 0.023104 0.019 -0.106 -0.012
C 3.738760 2.451702 -4.760519 -0.013 -0.066 0.109
C -0.988498 0.771979 -1.980182 0.151 0.147 -0.285
Co 0.787664 1.023661 0.375472 0.527 0.189 -0.336
H 5.050463 1.912713 -0.206528 -0.005 0.017 0.034
F 2.599335 -2.164679 4.152343 0.017 0.116 -0.094
C -2.924980 -1.400892 0.560595 0.072 0.005 0.018
H 1.908218 1.967078 -2.515356 0.055 0.096 0.107
H 6.866780 -0.465542 -2.775099 0.012 -0.018 0.019
H 5.156921 -0.686933 -2.368437 0.019 -0.005 0.003
N 0.067938 2.603650 1.633456 -0.324 -0.298 0.026
F -2.730177 2.194118 -2.835116 0.161 -0.079 -0.009
H 5.772787 1.719723 -3.042385 0.032 0.074 0.075
H -2.533179 4.533126 1.585015 0.024 -0.024 -0.079
H 2.870819 3.097367 -4.896272 0.006 0.011 -0.031
H 4.542865 3.056433 -4.338451 0.004 0.026 -0.016
```
Positions in Å, forces in eV/Å.

<S²>: 6.05
E_tot: -4784.598360 a.u.
Spin multiplicity: 5